The following is a DFT calculation (ωB97M-V/def2-TZVPD) of a cluster of 2 separate species, C4H12N3 in total.

Output
HOMO in eV: -14.43
Net charge: +1
Energy above the lowest of the compared OMol25 structures with the same formula, charge and spin in kcal/mol: 85.3
Spin multiplicity: 1
E_tot in hartree: -323.54240

Each line ends with the Mulliken charge.
Cartesian coordinates (Å):
N 1.390 -0.902 1.506  -0.62
N 0.372 -0.679 -1.995  -0.30
N -0.817 0.705 0.107  -0.13
C 0.430 -0.869 -0.728  0.10
C -2.020 -0.022 0.536  -1.01
C -0.746 1.992 0.268  -0.25
C 1.620 -0.583 0.186  -0.42
H 2.434 -1.229 -0.396  0.39
H -1.735 -0.979 0.983  0.32
H -2.657 0.619 1.080  0.36
H -0.513 -0.622 -2.485  0.26
H 0.089 2.554 -0.199  0.23
H 0.999 -0.300 -2.693  0.25
H 1.863 0.467 -0.093  0.30
H -2.452 -0.267 -0.418  0.39
H 1.190 0.025 1.890  0.27
H -1.405 2.628 0.770  0.26
H -0.341 -1.573 -0.253  0.31
H 2.298 -0.965 1.935  0.29